Molecular formula: C2H2F2N2
Method: DFT, ωB97M-V with the def2-TZVPD basis set

structure (SMILES)	[H]/N=C(F)/C(F)=N/[H]
E_tot	-10520.552	eV
frontier orbital gap	11.47	eV
energy above the lowest of the compared OMol25 structures with the same formula, charge and spin	0.00	kcal/mol

Geometry (Å):
H (-2.15, 1.55, -0.09)
N (-1.15, 1.35, -0.05)
C (-0.71, 0.22, 0.00)
F (-1.39, -0.97, 0.01)
C (0.69, -0.15, 0.01)
F (1.62, 0.81, 0.07)
N (1.00, -1.36, 0.01)
H (2.09, -1.46, 0.04)

Molecular formula: C42H55N5OZr
Method: DFT, ωB97M-V with the def2-TZVPD basis set

E_tot	-55218.194	eV
charge	+2
frontier orbital gap	5.63	eV

Geometry (Å):
Zr (-0.36, -0.12, 0.04)
C (-4.09, -5.24, -0.92)
C (-3.12, -5.11, 0.26)
C (-2.79, -3.69, 0.57)
C (-3.41, -2.87, 1.48)
C (-4.50, -3.22, 2.43)
C (-3.96, -3.56, 3.83)
C (-2.78, -1.58, 1.39)
N (-1.80, -1.62, 0.42)
C (-1.79, -2.91, -0.10)
C (-0.96, -3.35, -1.12)
C (-0.04, -2.60, -1.85)
C (0.75, -3.07, -2.94)
C (0.73, -4.47, -3.48)
C (-0.40, -4.67, -4.49)
C (1.46, -2.00, -3.42)
C (1.12, -0.87, -2.62)
C (1.58, 0.43, -2.80)
C (1.23, 1.56, -2.07)
N (0.34, 1.57, -1.00)
C (0.22, 2.89, -0.59)
C (-0.60, 3.33, 0.43)
C (-1.46, 2.57, 1.22)
N (-1.61, 1.20, 1.10)
C (-2.60, 0.83, 2.00)
C (-3.12, -0.45, 2.12)
C (-3.03, 1.99, 2.73)
C (-2.33, 3.06, 2.24)
C (-2.41, 4.49, 2.70)
C (-1.30, 4.83, 3.71)
C (-4.10, 2.00, 3.78)
C (-5.50, 2.11, 3.17)
C (1.08, 3.71, -1.40)
C (1.69, 2.89, -2.31)
C (2.70, 3.27, -3.35)
C (4.14, 2.98, -2.90)
C (1.27, 5.18, -1.20)
C (2.22, 5.50, -0.04)
N (0.21, -1.25, -1.65)
C (2.47, -2.00, -4.53)
C (3.90, -2.17, -4.00)
H (-4.31, -6.28, -1.13)
H (-3.68, -4.78, -1.82)
H (-5.03, -4.73, -0.69)
H (-2.20, -5.67, 0.05)
H (-3.55, -5.58, 1.15)
H (-5.06, -4.07, 2.04)
H (-5.22, -2.40, 2.50)
H (-3.28, -4.41, 3.78)
H (-4.78, -3.82, 4.50)
H (-3.42, -2.72, 4.26)
H (-1.06, -4.39, -1.40)
H (0.63, -5.18, -2.66)
H (1.69, -4.68, -3.95)
H (-1.37, -4.47, -4.04)
H (-0.40, -5.69, -4.86)
H (-0.28, -4.00, -5.34)
H (2.27, 0.59, -3.61)
H (-0.60, 4.40, 0.63)
H (-3.91, -0.58, 2.86)
H (-3.38, 4.67, 3.15)
H (-2.34, 5.15, 1.84)
H (-1.36, 4.18, 4.58)
H (-1.39, 5.86, 4.04)
H (-0.31, 4.70, 3.26)
H (-3.92, 2.83, 4.46)
H (-4.02, 1.09, 4.39)
H (-5.61, 3.04, 2.61)
H (-6.26, 2.09, 3.95)
H (-5.70, 1.29, 2.48)
H (2.60, 4.33, -3.58)
H (2.49, 2.73, -4.28)
H (4.39, 3.55, -2.01)
H (4.85, 3.24, -3.69)
H (4.27, 1.92, -2.67)
H (0.30, 5.66, -1.03)
H (1.67, 5.62, -2.12)
H (1.84, 5.08, 0.90)
H (2.33, 6.57, 0.10)
H (3.21, 5.08, -0.22)
H (2.39, -1.08, -5.10)
H (2.24, -2.81, -5.23)
H (4.16, -1.35, -3.32)
H (4.62, -2.17, -4.82)
H (4.00, -3.11, -3.45)
O (1.07, -0.52, 1.47)
C (2.00, 0.05, 2.13)
C (2.29, 1.50, 2.00)
C (3.50, 1.51, 0.99)
C (3.80, 0.21, 0.19)
C (4.48, -0.96, 0.93)
C (3.57, -1.73, 1.90)
N (2.91, -0.69, 2.73)
H (2.57, 1.94, 2.95)
H (1.43, 2.04, 1.61)
H (4.40, 1.78, 1.55)
H (3.32, 2.31, 0.28)
H (4.49, 0.52, -0.61)
H (2.91, -0.14, -0.33)
H (5.34, -0.58, 1.49)
H (4.88, -1.67, 0.20)
H (4.11, -2.42, 2.53)
H (2.79, -2.28, 1.37)
H (3.58, -0.14, 3.27)